Record 1
Computed, not measured: 7 unconnected molecules or ions with the total composition C36H41N5O16S2, with the ωB97M-V functional and the def2-TZVPD basis.

Atoms and positions in Å:
C  1.465  0.211  3.084
C  0.294  0.241  3.845
C  -0.767  1.020  3.362
C  -0.669  1.908  2.226
C  0.597  1.904  1.631
C  1.664  1.108  2.047
N  -1.818  2.614  1.686
O  -1.642  3.652  1.018
O  -2.950  2.116  1.845
H  2.215  -0.545  3.264
H  0.170  -0.489  4.631
H  -1.693  0.893  3.903
H  0.853  2.484  0.756
H  2.576  1.070  1.470
C  -0.136  -9.253  5.144
C  -0.320  -8.065  5.908
C  -0.980  -6.949  5.403
C  -1.512  -7.073  4.077
C  -1.295  -8.163  3.255
C  -0.646  -9.310  3.807
N  -2.318  -5.926  3.531
O  -2.584  -5.067  4.372
O  -2.522  -5.764  2.307
H  0.377  -10.083  5.607
H  0.070  -7.916  6.904
H  -1.158  -6.102  6.049
H  -1.557  -8.117  2.208
H  -0.469  -10.166  3.173
C  -5.141  7.253  -6.546
C  -4.266  8.085  -7.161
C  -2.875  7.997  -6.876
C  -2.427  6.989  -5.945
C  -3.345  6.171  -5.274
C  -4.727  6.287  -5.585
N  -1.012  6.737  -5.761
O  -0.651  5.941  -4.909
O  -0.196  7.162  -6.551
H  -6.175  7.448  -6.791
H  -4.637  8.788  -7.891
H  -2.127  8.690  -7.232
H  -2.974  5.349  -4.680
H  -5.509  5.745  -5.075
C  6.546  -8.301  2.462
C  7.414  -9.374  2.171
C  8.064  -9.436  0.944
C  7.711  -8.503  -0.061
C  6.721  -7.559  0.206
C  6.206  -7.417  1.457
N  8.216  -8.782  -1.432
O  7.642  -8.208  -2.317
O  9.056  -9.644  -1.558
H  6.154  -8.246  3.467
H  7.655  -10.125  2.910
H  8.804  -10.221  0.907
H  6.350  -6.841  -0.510
H  5.407  -6.721  1.667
C  1.325  -2.220  -4.143
C  1.771  -0.906  -4.064
C  3.129  -0.668  -4.311
C  4.012  -1.679  -4.672
C  3.556  -3.027  -4.711
C  2.170  -3.253  -4.527
N  5.420  -1.359  -4.958
O  6.169  -2.353  -5.012
O  5.795  -0.190  -5.214
H  0.282  -2.451  -3.985
H  1.142  -0.073  -3.790
H  3.487  0.344  -4.187
H  4.234  -3.865  -4.774
H  1.877  -4.280  -4.690
O  1.561  10.733  -2.174
S  2.698  11.557  -1.721
O  2.605  13.016  -1.468
O  3.379  10.798  -0.411
C  3.486  9.424  -0.292
C  4.193  9.025  0.975
C  4.022  11.224  -2.957
H  4.005  9.004  -1.154
H  2.538  8.921  -0.482
H  4.409  7.958  0.931
H  3.574  9.105  1.869
H  5.158  9.528  1.029
H  4.970  11.599  -2.572
H  3.731  11.607  -3.936
H  4.131  10.152  -3.121
O  -10.488  0.410  5.205
S  -9.627  -0.781  5.448
O  -9.801  -1.522  6.700
O  -9.713  -1.847  4.124
C  -9.508  -1.344  2.859
C  -10.274  -2.259  1.906
C  -7.874  -0.192  5.285
H  -8.445  -1.352  2.621
H  -9.961  -0.354  2.910
H  -10.344  -1.928  0.870
H  -11.296  -2.539  2.163
H  -9.831  -3.249  2.011
H  -7.746  0.633  5.986
H  -7.738  0.229  4.289
H  -7.318  -1.078  5.595

Results
Maximum force in hartree/bohr: 0.090
Net charge: 0
Total energy in eV: -99859.194

Record 2
Computed, not measured: a molecular structure, C36H41N7O3S2Sm, with the ωB97M-V functional and the def2-TZVPD basis.

Atoms and positions in Å:
Sm  -0.239  1.164  -0.298
N  5.500  -0.217  -5.363
C  4.871  0.249  -4.256
C  4.116  -0.619  -3.455
C  3.464  -0.148  -2.339
C  3.570  1.190  -1.987
C  4.308  2.070  -2.764
C  4.970  1.598  -3.878
S  2.431  1.764  -0.769
O  2.873  2.773  0.161
O  1.898  0.579  -0.073
N  1.153  2.295  -1.611
C  0.941  3.620  -1.430
N  1.874  4.500  -1.785
C  1.618  5.774  -1.575
C  0.418  6.212  -1.027
C  -0.484  5.226  -0.670
N  -0.231  3.932  -0.835
H  5.330  -1.155  -5.678
H  5.952  0.423  -5.989
H  4.036  -1.660  -3.728
H  2.873  -0.808  -1.725
H  4.344  3.113  -2.490
H  5.552  2.274  -4.486
H  2.407  6.460  -1.858
H  0.198  7.256  -0.898
H  -1.442  5.471  -0.225
C  -0.990  -5.790  0.041
C  -1.015  -4.924  1.266
C  -0.555  -5.394  2.485
C  -0.564  -4.592  3.614
C  -1.040  -3.296  3.531
C  -1.502  -2.803  2.324
C  -1.486  -3.608  1.190
N  -1.962  -3.121  -0.045
C  -1.876  -1.726  -0.303
N  -3.064  -1.130  -0.152
C  -3.548  0.191  -0.336
C  -2.672  1.276  -0.560
C  -3.334  2.507  -0.781
C  -4.710  2.653  -0.755
C  -5.514  1.560  -0.489
C  -4.950  0.313  -0.278
C  -5.839  -0.864  0.013
N  -0.767  -1.161  -0.690
C  0.409  -1.979  -0.688
C  1.112  -2.157  0.505
C  2.224  -2.978  0.538
C  2.638  -3.633  -0.611
C  1.966  -3.424  -1.804
C  0.853  -2.593  -1.865
C  0.128  -2.339  -3.154
H  -0.659  -6.792  0.294
H  -0.300  -5.389  -0.706
H  -1.983  -5.859  -0.404
H  -0.178  -6.404  2.547
H  -0.200  -4.981  4.553
H  -1.050  -2.667  4.410
H  -1.853  -1.781  2.249
H  -1.589  -3.673  -0.811
H  -3.793  -1.792  0.091
H  -2.739  3.386  -1.015
H  -5.160  3.618  -0.939
H  -6.587  1.674  -0.469
H  -6.878  -0.547  0.046
H  -5.599  -1.305  0.982
H  -5.751  -1.627  -0.761
H  0.768  -1.647  1.399
H  2.761  -3.113  1.463
H  3.487  -4.297  -0.579
H  2.302  -3.913  -2.705
H  0.769  -2.549  -4.007
H  -0.207  -1.298  -3.200
H  -0.752  -2.980  -3.229
C  0.961  1.528  5.613
C  -0.082  1.470  4.513
S  0.706  1.793  2.866
O  -0.218  1.075  1.916
C  0.200  3.558  2.680
C  -1.267  3.696  2.308
H  0.541  1.183  6.554
H  1.315  2.544  5.759
H  1.812  0.897  5.370
H  -0.884  2.185  4.686
H  -0.507  0.471  4.416
H  0.851  3.955  1.896
H  0.438  4.054  3.621
H  -1.489  3.166  1.367
H  -1.513  4.748  2.181
H  -1.919  3.292  3.081

Results
Maximum force in hartree/bohr: 0.080
Net charge: +1
Relative energy (zero: lowest compared OMol25 entry of this formula, charge and spin) in eV: 0.101
Multiplicity: 6

Record 3
Computed, not measured: a molecular structure, C36H41NO4RhSeTe, with the ωB97M-V functional and the def2-TZVPD basis.

Atoms and positions in Å:
Rh  1.021  -0.226  0.213
C  -3.338  1.150  -1.185
C  -2.164  1.336  -0.236
C  -2.479  2.338  0.865
O  -1.852  0.112  0.420
C  -0.946  1.875  -1.021
O  -1.131  2.724  -1.877
O  0.225  1.431  -0.683
H  -4.211  0.800  -0.632
H  -3.090  0.415  -1.959
H  -3.570  2.084  -1.690
H  -3.370  2.021  1.408
H  -2.641  3.327  0.440
H  -1.646  2.384  1.568
H  -2.014  -0.617  -0.192
C  -2.419  2.551  -7.932
C  -1.929  1.680  -6.808
C  -0.838  2.045  -6.040
C  -0.370  1.258  -4.989
C  0.797  1.766  -4.200
C  -1.024  0.049  -4.735
Te  -0.398  -1.358  -3.251
N  0.391  -1.673  -0.952
C  1.491  -2.356  -0.736
O  2.288  -1.822  0.144
C  1.852  -3.602  -1.445
C  3.190  -3.926  -1.634
C  3.527  -5.045  -2.378
C  2.531  -5.848  -2.920
C  1.194  -5.540  -2.709
C  0.853  -4.416  -1.971
C  1.617  -1.498  -3.870
C  2.609  -0.804  -3.187
C  3.933  -0.923  -3.571
C  4.262  -1.737  -4.645
C  3.269  -2.421  -5.327
C  1.929  -2.317  -4.957
C  0.876  -3.064  -5.730
C  -2.166  -0.327  -5.469
C  -2.938  -1.592  -5.183
C  -2.588  0.493  -6.501
H  -1.812  3.449  -8.028
H  -3.453  2.856  -7.763
H  -2.388  2.014  -8.881
H  -0.337  2.986  -6.240
H  0.742  2.849  -4.117
H  1.737  1.492  -4.687
H  0.800  1.390  -3.181
H  3.951  -3.286  -1.208
H  4.568  -5.293  -2.538
H  2.799  -6.723  -3.499
H  0.419  -6.181  -3.109
H  -0.184  -4.172  -1.775
H  2.353  -0.159  -2.356
H  4.701  -0.382  -3.034
H  5.294  -1.840  -4.954
H  3.531  -3.058  -6.163
H  1.333  -3.778  -6.413
H  0.264  -2.376  -6.320
H  0.213  -3.615  -5.060
H  -3.192  -1.686  -4.126
H  -2.372  -2.483  -5.465
H  -3.870  -1.598  -5.746
H  -3.462  0.206  -7.076
C  5.546  -0.908  5.346
C  4.264  -1.013  4.565
C  3.484  -2.158  4.615
C  2.288  -2.270  3.908
C  1.487  -3.541  3.973
C  1.863  -1.188  3.139
Se  0.201  -1.233  2.186
C  2.638  -0.023  3.066
C  2.213  1.138  2.208
C  3.826  0.047  3.776
H  5.828  -1.871  5.771
H  5.447  -0.196  6.167
H  6.365  -0.564  4.713
H  3.817  -2.999  5.213
H  2.021  -4.309  4.532
H  1.281  -3.914  2.968
H  0.521  -3.380  4.454
H  2.421  0.948  1.128
H  2.818  2.026  2.400
H  1.163  1.396  2.348
H  4.426  0.949  3.717

Results
Maximum force in hartree/bohr: 0.012
Net charge: 0
Relative energy (zero: lowest compared OMol25 entry of this formula, charge and spin) in eV: 1.660
Multiplicity: 2

Record 4
Computed, not measured: a molecular structure, C36H42AsBiN2O6S7, with the ωB97M-V functional and the def2-TZVPD basis.

Atoms and positions in Å:
Bi  -0.769  -2.325  -0.673
O  -0.115  0.291  -5.933
C  -0.950  1.180  -5.370
C  -1.452  2.204  -6.175
C  -2.318  3.151  -5.657
C  -2.704  3.097  -4.323
C  -2.204  2.082  -3.525
C  -1.330  1.116  -4.014
C  -0.818  0.068  -3.071
O  -1.168  0.090  -1.858
N  0.020  -0.796  -3.625
N  0.539  -1.723  -2.740
C  1.541  -2.378  -3.197
C  2.356  -3.329  -2.471
C  3.203  -4.149  -3.224
C  4.050  -5.066  -2.637
C  4.059  -5.156  -1.242
C  3.255  -4.346  -0.473
C  2.371  -3.393  -1.047
O  1.647  -2.623  -0.305
H  0.112  -0.361  -5.200
H  -1.145  2.228  -7.213
H  -2.697  3.935  -6.303
H  -3.381  3.825  -3.896
H  -2.489  2.027  -2.486
H  1.827  -2.182  -4.233
H  3.170  -4.058  -4.305
H  4.681  -5.705  -3.241
H  4.702  -5.881  -0.754
H  3.257  -4.444  0.605
O  -3.950  3.783  -1.217
S  -4.649  3.768  0.100
C  -3.547  4.543  1.322
C  -2.209  3.893  1.647
C  -1.176  3.870  0.506
C  -1.049  2.505  -0.151
S  -0.141  1.318  0.905
O  -0.143  1.915  2.286
C  1.507  1.599  0.258
C  2.348  2.497  0.892
C  3.643  2.660  0.416
C  4.082  1.914  -0.669
C  3.233  0.999  -1.282
C  1.937  0.833  -0.818
C  -4.610  2.080  0.700
C  -4.953  1.785  2.014
C  -4.915  0.466  2.440
C  -4.554  -0.547  1.558
C  -4.244  -0.246  0.240
C  -4.278  1.074  -0.195
H  -4.162  4.630  2.222
H  -3.424  5.552  0.916
H  -2.378  2.880  2.014
H  -1.796  4.435  2.501
H  -0.204  4.185  0.890
H  -1.464  4.579  -0.275
H  -0.545  2.527  -1.115
H  -2.023  2.054  -0.317
H  1.983  3.031  1.762
H  4.314  3.358  0.902
H  5.097  2.032  -1.031
H  3.581  0.398  -2.112
H  1.274  0.106  -1.267
H  -5.231  2.573  2.705
H  -5.160  0.228  3.468
H  -4.501  -1.579  1.878
H  -3.971  -1.043  -0.445
H  -4.033  1.324  -1.219
S  -3.026  -3.722  0.815
As  -2.763  -4.592  -1.142
S  -0.548  -4.871  -1.146
S  -2.741  -2.778  -2.414
S  -3.914  -6.219  -1.766
C  4.409  -0.585  2.441
C  3.869  -1.903  1.896
C  2.626  -2.404  2.621
S  1.223  -1.276  2.371
O  -0.017  -2.110  2.304
C  1.183  -0.498  4.012
C  0.652  -1.418  5.099
C  0.386  -0.655  6.393
H  5.327  -0.298  1.924
H  4.631  -0.654  3.511
H  3.693  0.226  2.293
H  4.641  -2.676  1.962
H  3.619  -1.796  0.839
H  2.802  -2.560  3.688
H  2.253  -3.325  2.177
H  0.529  0.366  3.871
H  2.192  -0.131  4.218
H  1.354  -2.234  5.290
H  -0.266  -1.879  4.732
H  1.299  -0.193  6.778
H  -0.008  -1.316  7.167
H  -0.342  0.141  6.227

Results
Maximum force in hartree/bohr: 0.003
Net charge: -2
Relative energy (zero: lowest compared OMol25 entry of this formula, charge and spin) in eV: 0.185

Record 5
Computed, not measured: a molecular structure, C36H42AuClN3P2Si2, with the ωB97M-V functional and the def2-TZVPD basis.

Atoms and positions in Å:
Au  -0.506  -0.791  0.245
C  -1.446  4.640  -0.867
Si  -2.129  2.890  -0.690
C  -2.259  2.122  -2.409
C  -3.848  2.943  0.129
N  -1.183  1.785  0.258
P  -0.232  2.047  1.494
C  0.364  0.467  2.001
P  1.887  -0.304  1.619
N  1.591  -0.837  0.118
Si  2.399  -2.173  -0.718
C  4.163  -2.442  -0.125
C  2.345  -1.706  -2.537
C  1.412  -3.746  -0.385
C  2.057  -1.642  2.838
C  3.289  -2.135  3.262
C  3.346  -3.257  4.075
C  2.181  -3.899  4.466
C  0.948  -3.412  4.052
C  0.887  -2.290  3.245
C  3.381  0.687  1.695
C  3.903  1.206  0.512
C  5.034  2.003  0.554
C  5.641  2.281  1.772
C  5.110  1.781  2.954
C  3.973  0.989  2.922
C  -1.186  2.661  2.914
C  -1.545  4.002  3.028
C  -2.481  4.394  3.971
C  -3.073  3.451  4.800
C  -2.712  2.115  4.702
C  -1.768  1.721  3.767
C  1.097  3.219  1.120
C  1.592  4.143  2.036
C  2.550  5.061  1.630
C  3.025  5.044  0.327
C  2.561  4.095  -0.576
C  1.594  3.186  -0.182
H  -2.127  5.241  -1.475
H  -0.471  4.645  -1.356
H  -1.333  5.146  0.092
H  -3.151  2.484  -2.928
H  -2.327  1.035  -2.342
H  -1.393  2.365  -3.027
H  -4.632  2.656  -0.576
H  -4.083  3.945  0.494
H  -3.881  2.262  0.980
H  4.715  -1.510  0.019
H  4.705  -3.036  -0.865
H  4.176  -2.995  0.813
H  3.033  -0.890  -2.768
H  1.343  -1.393  -2.839
H  2.629  -2.562  -3.154
H  1.538  -4.071  0.650
H  1.751  -4.556  -1.036
H  0.343  -3.603  -0.561
H  4.207  -1.646  2.961
H  4.305  -3.634  4.405
H  2.230  -4.777  5.097
H  0.033  -3.901  4.361
H  -0.068  -1.897  2.928
H  3.419  0.964  -0.426
H  5.440  2.414  -0.361
H  6.533  2.893  1.801
H  5.585  2.006  3.899
H  3.549  0.607  3.842
H  -1.095  4.739  2.376
H  -2.755  5.437  4.057
H  -3.815  3.758  5.525
H  -3.169  1.380  5.353
H  -1.461  0.686  3.688
H  1.228  4.144  3.057
H  2.921  5.797  2.332
H  3.756  5.776  0.009
H  2.944  4.070  -1.588
H  1.193  2.454  -0.875
Cl  -5.636  -0.290  2.667
C  -4.745  -0.667  1.249
C  -5.388  -0.867  0.036
C  -4.617  -1.168  -1.075
C  -3.245  -1.258  -0.937
N  -2.634  -1.047  0.234
C  -3.366  -0.755  1.310
H  -6.464  -0.788  -0.031
H  -5.072  -1.318  -2.043
H  -2.611  -1.518  -1.773
H  -2.838  -0.576  2.237

Results
Maximum force in hartree/bohr: 0.029
Net charge: +1
Relative energy (zero: lowest compared OMol25 entry of this formula, charge and spin) in eV: 1.638

- Which of these has the highest maximum force?
  C36H41N5O16S2